{"formula": "C25H58CaN2O2Si3", "method": "the ωB97M-V functional and the def2-TZVPD basis", "homo_ev": -5.797, "spin_multiplicity": 1, "orbital_gap_ev": 5.7, "de_lowest_kcal_mol": 110.4, "species": ["O", "O", "C", "C", "H", "H", "H", "H", "H", "C", "C", "H", "H", "H", "H", "H", "C", "C", "C", "H", "H", "H", "H", "H", "C", "H", "H", "H", "H", "H", "H", "Ca", "C", "Si", "H", "H", "C", "C", "C", "C", "Si", "H", "H", "C", "C", "C", "H", "H", "H", "H", "H", "H", "H", "H", "H", "H", "H", "H", "H", "H", "H", "H", "H", "H", "C", "C", "C", "C", "C", "C", "N", "N", "Si", "C", "C", "C", "H", "H", "H", "H", "H", "H", "H", "H", "H", "H", "H", "H", "H", "H", "H"], "coordinates": [[-1.54673, -2.07248, -3.11529], [-2.75524, -1.11350, -4.85372], [-0.40841, -2.84519, -3.73802], [-0.08566, -4.11636, -3.00978], [0.45976, -2.16740, -3.75537], [-0.76649, -3.02255, -4.76024], [0.40065, -3.94052, -2.05238], [0.63634, -4.65146, -3.62850], [-0.94160, -4.77458, -2.84236], [-2.24515, -2.63890, -1.84214], [-3.44971, -3.42304, -2.28346], [-2.49198, -1.76934, -1.20625], [-1.42434, -3.21481, -1.38983], [-4.14530, -2.83020, -2.90396], [-4.00228, -3.71973, -1.38325], [-3.10952, -4.33246, -2.78701], [-3.41086, 0.10052, -4.33301], [-2.60207, -1.25990, -6.28514], [-4.35461, -0.22749, -3.20542], [-3.98932, 0.51836, -5.15894], [-2.63804, 0.83410, -4.02849], [-4.98488, -1.07666, -3.47524], [-5.04562, 0.61028, -3.09394], [-3.88909, -0.36130, -2.22631], [-3.34488, -2.47747, -6.79715], [-1.53877, -1.31440, -6.56492], [-2.98750, -0.34537, -6.74544], [-3.09482, -3.37593, -6.22607], [-3.13882, -2.63427, -7.86144], [-4.42696, -2.30202, -6.75532], [-2.25267, -1.86128, -3.94071], [1.18593, 1.24345, -0.41826], [-0.05585, 1.43643, -2.16839], [0.80625, 1.89766, -3.73551], [-1.08845, 1.84722, -2.16449], [-0.23452, 0.32027, -2.25904], [1.57794, 0.42733, -4.61973], [2.01936, 3.22219, -3.25598], [-0.54832, 2.47071, -4.90935], [3.28076, 0.04881, -1.17694], [4.37209, 1.01930, -0.04040], [3.67178, 0.04607, -2.21106], [3.10937, -1.00054, -0.86224], [4.96306, 2.56524, -0.95456], [5.81321, 0.00142, 0.60349], [3.37404, 1.72622, 1.43280], [-0.21479, 3.27133, -5.59393], [-1.39753, 2.83771, -4.32095], [-0.92916, 1.63169, -5.50594], [2.40364, -0.05273, -4.07543], [1.96851, 0.77319, -5.58811], [0.81492, -0.34092, -4.81864], [2.95056, 2.93519, -2.74231], [1.54821, 4.00881, -2.64104], [2.34466, 3.69262, -4.18325], [6.02742, -0.83614, -0.07969], [5.58654, -0.41008, 1.59984], [6.71682, 0.62461, 0.68478], [2.79058, 0.95332, 1.96299], [2.71644, 2.57435, 1.14697], [4.09512, 2.14665, 2.14693], [5.92331, 2.89028, -0.52775], [4.24501, 3.39313, -0.82841], [5.10450, 2.36646, -2.02790], [1.09130, -2.40304, 0.85820], [0.48343, -1.37508, 1.78796], [0.16280, -1.64109, 3.12037], [-0.46068, -0.63894, 3.88408], [-0.78498, 0.57686, 3.29668], [-0.34648, 0.82969, 1.95959], [0.28622, -0.17202, 1.25248], [-0.38734, 1.99218, 1.31114], [-0.98642, 3.60512, 1.65796], [-2.77430, 3.56227, 2.18114], [0.07621, 4.33038, 3.01702], [-0.81896, 4.65793, 0.11206], [0.60524, -2.38290, -0.13906], [2.18194, -2.24768, 0.72336], [0.95204, -3.40877, 1.28152], [0.41087, -2.63827, 3.49218], [-0.69801, -0.84365, 4.92858], [-1.31986, 1.36638, 3.82266], [-2.98804, 2.71348, 2.84216], [-3.01956, 4.49358, 2.70781], [-3.43656, 3.47677, 1.31031], [1.08949, 4.52655, 2.64529], [-0.34619, 5.27105, 3.39429], [0.17596, 3.63282, 3.85732], [0.22864, 4.79788, -0.18631], [-1.36530, 4.24154, -0.74417], [-1.23790, 5.65146, 0.32620]]}